{
  "formula": "C34H37GeHgN4O4PSSe",
  "method": "ωB97M-V with the def2-TZVPD basis set",
  "species": ["Hg", "O", "C", "O", "C", "C", "C", "C", "C", "C", "P", "C", "C", "C", "C", "C", "C", "C", "C", "C", "C", "C", "C", "H", "H", "H", "H", "H", "H", "H", "H", "H", "H", "H", "H", "H", "H", "N", "C", "C", "C", "C", "C", "C", "S", "O", "O", "N", "C", "N", "C", "C", "C", "N", "H", "H", "H", "H", "H", "H", "H", "H", "H", "C", "Ge", "C", "C", "C", "Se", "C", "H", "H", "H", "H", "H", "H", "H", "H", "H", "H", "H", "H", "H", "H"],
  "xyz": [[-0.809, -0.856, -0.062], [1.395, -4.178, 1.626], [2.244, -3.494, 1.138], [1.914, -2.201, 0.576], [3.699, -3.709, 1.034], [4.328, -4.654, 1.889], [5.733, -4.714, 1.882], [6.433, -3.880, 1.019], [5.804, -3.001, 0.107], [4.375, -2.798, 0.181], [3.173, -1.594, -0.372], [2.803, -1.701, -2.130], [2.505, -0.493, -2.815], [2.705, -0.392, -4.180], [3.134, -1.501, -4.919], [3.145, -2.749, -4.299], [3.018, -2.867, -2.888], [3.344, 0.079, 0.318], [2.803, 0.244, 1.618], [3.151, 1.344, 2.390], [3.929, 2.354, 1.872], [4.317, 2.289, 0.526], [4.051, 1.157, -0.255], [3.717, -5.317, 2.511], [6.313, -5.409, 2.483], [7.525, -3.871, 0.999], [6.432, -2.531, -0.623], [2.091, 0.387, -2.249], [2.488, 0.546, -4.718], [3.455, -1.338, -5.928], [3.383, -3.649, -4.845], [3.245, -3.776, -2.404], [2.095, -0.481, 2.021], [2.821, 1.358, 3.447], [4.190, 3.200, 2.525], [4.833, 3.142, 0.043], [4.322, 1.181, -1.313], [-5.371, 5.078, -1.844], [-4.095, 4.605, -1.845], [-3.542, 4.208, -0.603], [-2.361, 3.508, -0.569], [-1.791, 3.109, -1.779], [-2.237, 3.637, -2.990], [-3.355, 4.414, -3.026], [-0.460, 1.947, -1.846], [0.178, 2.138, -3.108], [0.290, 2.006, -0.633], [-1.161, 0.469, -1.810], [-1.747, -0.200, -2.843], [-2.176, 0.541, -3.910], [-2.652, -0.144, -4.934], [-2.756, -1.528, -4.926], [-2.426, -2.202, -3.734], [-1.977, -1.507, -2.668], [-5.867, 4.975, -0.976], [-5.821, 5.208, -2.738], [-4.123, 4.459, 0.271], [-1.856, 3.258, 0.357], [-1.651, 3.333, -3.873], [-3.723, 4.857, -3.926], [-2.984, 0.444, -5.807], [-3.008, -2.108, -5.810], [-2.416, -3.289, -3.604], [-5.418, 1.194, 4.804], [-3.922, 0.436, 3.832], [-4.049, 0.945, 1.938], [-3.841, -1.495, 4.006], [-2.186, 1.150, 4.492], [-0.760, 0.389, 3.373], [-0.083, -1.010, 4.578], [-6.173, 0.477, 5.087], [-5.862, 1.899, 4.109], [-5.025, 1.689, 5.706], [-4.404, 0.100, 1.346], [-3.067, 1.226, 1.536], [-4.793, 1.757, 1.791], [-4.807, -1.875, 3.675], [-3.665, -1.735, 5.050], [-2.992, -1.906, 3.392], [-2.064, 0.872, 5.511], [-2.052, 2.239, 4.370], [-0.758, -1.152, 5.423], [0.868, -0.652, 4.959], [0.038, -1.894, 3.992]],
  "forces_ev_per_a": [[0.2, -1.5, 2.2], [-0.3, 0.1, 0.2], [1.2, 0.3, -0.1], [1.9, -0.4, -1.3], [-1.7, -0.6, 1.6], [1.0, 0.4, -0.7], [-1.5, -0.6, 0.8], [0.1, 2.0, -2.3], [-0.2, -0.8, 1.4], [0.7, 0.0, -0.9], [-1.0, -1.7, 2.0], [0.2, 0.8, -0.7], [-0.5, 0.6, 0.9], [-0.3, 0.2, -0.5], [-0.5, -0.1, 1.1], [0.4, 0.0, 1.0], [0.3, 2.0, -1.0], [-0.6, 0.4, 0.1], [0.2, -0.3, -0.3], [-0.4, -0.6, 0.8], [0.3, 0.5, -0.3], [0.2, 0.2, -0.4], [-0.2, 0.2, 0.4], [0.2, 0.4, -0.3], [-0.4, 0.0, 0.1], [-0.3, -0.3, -0.1], [0.1, 0.6, -0.2], [0.7, -0.9, -0.6], [0.2, -0.4, 0.6], [-0.2, -0.3, -0.5], [0.0, 0.0, -0.2], [0.1, -1.0, 0.5], [0.4, 0.1, -0.2], [0.0, 0.2, -0.8], [-0.1, -0.3, -0.6], [-0.3, -0.6, 0.5], [0.1, -0.3, 0.4], [-0.2, 0.8, -0.4], [1.0, -1.0, 0.6], [-0.4, 0.5, -0.9], [0.4, -0.4, -0.3], [0.5, 0.5, 0.1], [1.2, -1.1, -0.1], [-0.9, 0.5, 0.8], [-2.4, -2.2, -0.5], [1.3, 0.6, -1.0], [0.6, 0.6, 0.7], [0.2, 1.2, -1.4], [-0.5, 2.2, 0.2], [0.0, -0.5, -0.4], [-0.1, 0.2, 0.1], [0.2, -1.4, 0.1], [0.7, 1.8, 0.4], [0.0, -1.1, -1.1], [-0.4, 0.1, -0.5], [-0.3, -0.1, 0.6], [0.2, 0.0, 0.4], [-0.2, -0.2, 0.0], [-0.6, 0.4, 0.4], [-0.2, 0.0, -0.6], [0.2, -0.3, 0.4], [-0.2, 0.3, 0.1], [-0.4, 0.3, -0.2], [0.2, 0.3, 0.3], [1.1, 0.2, -0.7], [-0.5, 0.3, -0.1], [0.8, -0.1, -0.5], [-0.3, 0.5, -1.1], [0.0, -0.1, 0.3], [-0.1, 1.1, 0.3], [-0.2, -0.3, 0.1], [-0.2, 0.4, 0.2], [-0.4, 0.0, -0.3], [0.1, -0.1, 0.0], [-0.3, 0.0, 0.1], [0.6, -0.3, 0.1], [0.1, -0.3, 0.0], [-0.1, -0.3, 0.2], [-1.0, 0.4, 0.5], [0.4, -0.1, 1.0], [-0.4, -0.4, 0.3], [-0.1, -0.1, -0.3], [0.1, -0.2, 0.1], [0.1, -0.7, -0.3]],
  "charge": -1,
  "total_energy_ha": -7209.05841,
  "homo_ha": [-0.0858, -0.0975],
  "spin_multiplicity": 2,
  "fmax_ev_per_a": 3.26,
  "e_lumo_ev": [2.2, 2.3],
  "s_squared": 0.766,
  "gap_ev": [4.550, 4.913]
}